No. 1
53
Properties=species:S:1:pos:R:3:nbo_charge:R:1 method="wB97M-V/def2-TZVPD" orbital_gap_ev="4.953 / 5.018" de_lowest_ev=0.000 multiplicity=1 molar_mass_g_mol=471.8 e_tot_ev=-100341.4141 charge=+1 homo_energy_ev="-7.62 / -7.68"
Zn 8.7640 10.1242 7.0016 1.60
C 10.7304 13.9517 6.6594 -0.68
C 10.5234 12.5036 6.7040 0.08
N 9.2879 12.0076 6.8314 -0.68
N 8.2036 12.8717 6.6454 -0.40
C 6.9499 12.3555 6.5884 0.27
N 5.9995 13.2390 6.2730 -0.78
S 6.5579 10.7119 6.6642 -0.38
C 11.6715 11.6519 6.7378 0.04
C 12.8301 11.8143 5.9381 -0.21
C 14.0512 11.2955 6.3040 -0.23
C 14.1454 10.5472 7.5094 -0.30
C 13.0162 10.2497 8.1753 0.05
N 11.7751 10.7206 7.7798 -0.70
H 10.3590 14.4729 5.7649 0.20
H 11.8070 14.1505 6.7252 0.26
H 10.2334 14.3849 7.5518 0.21
H 8.4442 13.8828 6.5239 0.42
H 6.1681 14.2175 6.3118 0.40
H 5.0383 12.9275 6.2219 0.42
H 12.7515 12.3736 4.9844 0.22
H 14.9708 11.4475 5.7601 0.22
H 15.0858 10.2225 7.8806 0.23
H 12.9393 9.5954 9.0455 0.20
C 7.5576 10.1401 10.1778 -0.66
C 9.0489 9.8664 10.2618 0.31
C 9.2373 8.4667 10.8931 -0.65
O 9.6814 9.8124 8.8553 -0.85
B 10.8091 10.6060 8.8942 1.29
O 11.0204 11.2303 10.0607 -0.69
C 9.9253 10.9483 10.9607 0.22
C 9.1587 12.2760 11.1146 -0.63
C 10.5311 10.4987 12.3090 -0.63
H 7.0604 9.2644 9.7405 0.23
H 7.3326 10.9819 9.5368 0.23
H 7.0821 10.2962 11.1259 0.25
H 8.5732 7.7511 10.3883 0.22
H 8.9237 8.5422 11.9448 0.24
H 10.2744 8.1060 10.8975 0.23
H 8.5474 12.5264 10.2411 0.21
H 9.8052 13.1476 11.3257 0.24
H 8.4535 12.2022 11.9385 0.22
H 11.1177 9.5604 12.2206 0.22
H 9.7544 10.3921 13.0602 0.22
H 11.2369 11.2678 12.6803 0.24
S 9.1893 6.3445 4.5416 0.54
C 9.4520 6.0172 6.2243 -0.42
C 9.3772 7.1374 7.0054 -0.05
N 9.1484 8.2633 6.2634 -0.63
C 9.0019 7.9949 4.9679 -0.13
H 9.6472 4.9958 6.5820 0.27
H 9.5405 7.1965 8.0571 0.24
H 8.8823 8.7291 4.1836 0.25



No. 2
63
Properties=species:S:1:pos:R:3:nbo_charge:R:1 method="wB97M-V/def2-TZVPD" orbital_gap_ev=8.204 multiplicity=1 molar_mass_g_mol=923.2 e_tot_ev=-171412.9474 charge=+1 homo_energy_ev=-12.09
C -3.6413 5.4199 -1.1716 -0.68
C -2.5913 4.2522 -1.4535 -0.13
I -0.9065 4.1859 -0.0415 0.22
C -2.6708 3.3157 -2.4869 -0.10
I -4.3639 3.5273 -3.8757 0.26
N -1.7151 2.1943 -2.7367 -0.77
C -1.0002 2.4883 -4.0430 -0.25
C 0.5912 2.6618 -3.7942 -0.51
C 1.3526 1.2849 -3.5705 0.64
F 0.6136 0.2101 -4.1436 -0.33
F 2.5374 1.3557 -4.3572 -0.31
C 1.8117 0.9979 -2.0673 0.58
F 3.2233 1.1203 -2.0368 -0.29
F 1.3345 1.9389 -1.1334 -0.32
C 1.4597 -0.4516 -1.5176 0.57
F 2.0960 -1.4106 -2.3390 -0.29
F 0.0663 -0.7125 -1.5203 -0.31
C 1.9534 -0.7501 -0.0337 0.93
F 3.3251 -0.6977 0.1456 -0.28
F 1.5831 -2.0875 0.2348 -0.32
F 1.2768 0.0100 0.9353 -0.31
P -2.5917 0.5751 -2.7536 1.22
O -3.2231 0.2926 -4.3011 -0.98
Br -4.3045 0.7799 -1.2431 -0.15
H -3.0435 6.2556 -0.6588 0.25
H -4.0799 5.8798 -2.1069 0.25
H -4.4305 5.1135 -0.3987 0.27
H -0.9836 2.0767 -2.0114 0.49
H -1.1988 1.7484 -4.8754 0.27
H -1.3380 3.5107 -4.4351 0.27
H 0.9864 3.0871 -4.7846 0.29
H 0.8237 3.4607 -3.0137 0.27
H -3.9998 -0.3043 -4.2314 0.54
C 3.4971 1.3015 5.4359 -0.41
C 3.3604 0.8313 3.9857 -0.40
C 1.8679 0.8184 3.6468 -0.69
S 1.1079 2.0616 4.6854 2.17
O 0.2149 1.4056 5.6103 -0.93
O 0.6848 3.1750 3.8634 -0.96
C 2.5930 2.5214 5.5615 -0.68
H 4.5314 1.5417 5.6884 0.23
H 3.1579 0.5122 6.1138 0.22
H 3.8825 1.5312 3.3254 0.21
H 3.8066 -0.1541 3.8364 0.23
H 1.6911 1.0652 2.6050 0.25
H 1.4123 -0.1443 3.8837 0.25
H 2.3522 2.7740 6.5934 0.26
H 3.0258 3.3859 5.0537 0.24
C -0.7003 -6.8368 0.4618 -0.41
C 0.2038 -5.6363 0.1721 -0.40
C -0.6907 -4.4981 -0.3242 -0.68
S -2.2978 -4.7643 0.4173 2.17
O -3.2446 -5.0627 -0.6323 -0.94
O -2.5421 -3.7386 1.4058 -0.94
C -1.8799 -6.2848 1.2525 -0.68
H -0.1747 -7.6152 1.0174 0.23
H -1.0507 -7.2709 -0.4798 0.22
H 0.7108 -5.3316 1.0931 0.21
H 0.9755 -5.8791 -0.5612 0.23
H -0.3096 -3.5244 -0.0184 0.25
H -0.8104 -4.5270 -1.4084 0.24
H -2.7410 -6.9519 1.2623 0.26
H -1.5865 -6.0342 2.2739 0.24



No. 3
102
Properties=species:S:1:pos:R:3:lowdin_charge:R:1 method="wB97M-V/def2-TZVPD" orbital_gap_ev=9.528 multiplicity=1 molar_mass_g_mol=2235.6 e_tot_ev=-701248.7272 homo_energy_ev=-10.21
O -2.0567 0.7895 5.2854 -0.59
P -2.5192 1.7521 4.1112 0.59
Si -2.5089 0.6787 2.1926 0.34
O -0.9637 0.6564 1.3584 -0.50
Si 0.1742 -0.4726 2.0767 0.57
P -3.4042 -1.2966 2.5562 0.57
O -3.6789 -2.0247 1.1714 -0.41
O -4.9624 -0.9813 3.3497 -0.26
O -2.5052 -2.2976 3.6842 -0.25
H -1.8180 3.0165 4.1067 -0.02
H -3.9276 2.0644 4.3917 0.00
H -3.4608 1.4039 1.3128 -0.11
H 1.5057 -0.1236 1.5183 -0.07
H 0.2444 -0.4308 3.5319 -0.05
H -0.1651 -1.8361 1.6447 -0.16
H -4.7196 -0.5322 4.2352 0.07
H -2.7138 -2.0081 4.6307 0.09
C -4.5155 0.3326 -1.9825 -1.50
Cl -5.9693 0.5378 -2.9742 0.53
Cl -3.1747 1.2869 -2.6391 0.52
Cl -4.8395 0.7894 -0.3015 0.54
H -4.2302 -0.7223 -2.0038 -0.02
C 1.6699 -4.4888 -0.0752 -1.50
Cl 0.5588 -3.8208 1.1325 0.56
Cl 3.0861 -3.4410 -0.2645 0.50
Cl 2.1654 -6.1292 0.3752 0.48
H 1.1473 -4.5379 -1.0339 -0.01
C -0.5145 4.0423 -3.2679 -1.54
Cl 0.7236 3.9871 -2.0017 0.51
Cl -0.2146 5.3945 -4.3729 0.52
Cl -0.5631 2.5108 -4.1578 0.49
H -1.4867 4.1953 -2.7925 -0.02
C 2.2987 6.8560 -0.2035 -1.52
Cl 1.1876 7.5240 1.0042 0.49
Cl 3.7150 7.9037 -0.3928 0.54
Cl 2.7942 5.2155 0.2469 0.50
H 1.7762 6.8068 -1.1623 0.00
C 4.6354 -9.1036 0.9823 -1.51
Cl 4.8974 -8.2615 2.5190 0.49
Cl 2.9027 -9.2914 0.6633 0.50
Cl 5.4218 -8.2334 -0.3459 0.52
H 5.0822 -10.0985 1.0543 0.02
C 1.6503 11.4282 0.2763 -1.55
Cl 1.9123 12.2703 1.8130 0.51
Cl -0.0824 11.2404 -0.0427 0.50
Cl 2.4367 12.2983 -1.0519 0.52
H 2.0971 10.4333 0.3483 -0.03
C -2.7802 6.7758 0.1377 -1.56
Cl -2.3329 8.1854 1.1134 0.51
Cl -1.6112 6.5284 -1.1706 0.55
Cl -2.8942 5.3276 1.1522 0.49
H -3.7609 6.9623 -0.3075 -0.10
C -5.2251 -4.1236 -1.6062 -1.53
Cl -3.6955 -3.5250 -2.2705 0.53
Cl -6.5078 -4.0410 -2.8258 0.52
Cl -5.0383 -5.7821 -1.0112 0.53
H -5.5082 -3.4858 -0.7650 0.01
C -6.8984 5.7193 1.0452 -1.49
Cl -7.7485 6.2363 2.5112 0.53
Cl -5.7214 6.9450 0.5435 0.60
Cl -6.0992 4.1597 1.3068 0.50
H -7.6333 5.5997 0.2450 0.02
C 5.2245 0.1902 0.2745 -1.52
Cl 5.0227 -1.1643 -0.8497 0.49
Cl 4.4369 1.6461 -0.3577 0.51
Cl 4.5766 -0.2242 1.8707 0.51
H 6.2931 0.3947 0.3791 0.02
C 1.9106 -0.2010 -6.6248 -1.52
Cl 2.1726 0.6411 -5.0881 0.51
Cl 0.1778 -0.3889 -6.9438 0.52
Cl 2.6969 0.6691 -7.9530 0.53
H 2.3573 -1.1959 -6.5528 0.02
C 1.5615 3.6822 -9.7459 -1.56
Cl 0.1077 3.8874 -10.7377 0.52
Cl 2.9023 4.6365 -10.4025 0.52
Cl 1.2375 4.1390 -8.0649 0.50
H 1.8468 2.6273 -9.7672 -0.03
C -0.1714 7.7112 5.0968 -1.53
Cl 1.0667 7.6560 6.3630 0.53
Cl 0.1285 9.0634 3.9919 0.50
Cl -0.2200 6.1797 4.2070 0.49
H -1.1437 7.8641 5.5723 0.02
C 1.1561 -8.6008 -2.9879 -1.54
Cl 2.8291 -8.4775 -3.5580 0.51
Cl 0.5318 -7.0039 -2.5410 0.52
Cl 0.1303 -9.3457 -4.2257 0.52
H 1.1411 -9.2373 -2.0995 0.00
C 7.8993 -7.9798 5.2448 -1.56
Cl 8.2333 -9.2740 6.4079 0.53
Cl 8.2252 -8.5293 3.5921 0.51
Cl 6.2237 -7.4240 5.3966 0.49
H 8.5622 -7.1392 5.4652 -0.06
C 8.3682 -6.3081 8.9078 -1.52
Cl 7.4735 -5.2944 10.0529 0.53
Cl 8.3775 -5.5686 7.2977 0.56
Cl 10.0239 -6.5782 9.4780 0.52
H 7.8655 -7.2762 8.8392 0.00
C -8.8868 -6.0643 -5.6422 -1.54
Cl -9.0905 -7.7746 -5.2265 0.51
Cl -8.4170 -5.8887 -7.3416 0.51
Cl -10.3756 -5.1622 -5.3119 0.51
H -8.0887 -5.6514 -5.0199 -0.01



No. 4
52
Properties=species:S:1:pos:R:3:nbo_charge:R:1 method="wB97M-V/def2-TZVPD" orbital_gap_ev=4.981 multiplicity=1 molar_mass_g_mol=398.9 e_tot_ev=-46189.8031 charge=-1 homo_energy_ev=-3.85
C 2.5782 0.6966 5.4450 -0.63
C 1.0533 1.2332 5.2484 -0.44
C 0.0401 -0.0128 5.3920 -0.22
N -0.6614 -0.4205 4.1352 -0.63
C 0.2726 -0.4383 2.9630 0.32
N 1.3719 -1.2952 3.1740 -0.16
N 2.2410 -1.4162 2.1748 -0.16
C 3.4356 -2.3390 2.3884 0.82
O 4.4433 -1.8855 3.0548 -0.69
O 3.4489 -3.6066 1.8663 -0.66
C 2.0468 -0.7031 0.9554 0.28
C 3.1684 -0.9904 -0.2057 -0.33
N 4.4080 -0.1723 -0.0315 -0.83
C 0.9221 0.3137 0.5686 -0.20
C -0.1274 0.4684 1.7614 0.01
C -1.3787 1.4467 1.6363 -0.68
H 3.2245 1.3989 6.0842 0.21
H 2.9953 0.5213 4.3905 0.24
H 2.5897 -0.3271 5.9922 0.22
H 0.9053 1.8745 4.3131 0.21
H 0.8371 1.9300 6.1549 0.20
H -0.7850 0.2676 6.1603 0.20
H 0.5339 -0.9669 5.8324 0.22
H -1.5007 0.1328 3.9342 0.37
H 3.3832 -2.1429 -0.3241 0.35
H 2.7005 -0.6754 -1.2190 0.22
H 4.9562 -0.4463 0.7974 0.38
H 4.0768 0.8121 0.0379 0.33
H 0.8144 0.8637 -0.4316 0.27
H -2.3753 1.0067 2.0070 0.24
H -1.1805 2.3923 2.2589 0.24
H -1.4318 1.7942 0.5298 0.25
C -1.4302 -1.8530 -2.5884 -0.22
C -1.8856 -1.6283 -3.8838 -0.21
C -2.8380 -0.6422 -4.1259 -0.21
C -3.3266 0.1258 -3.0725 -0.23
C -2.8665 -0.0978 -1.7775 -0.24
C -1.9208 -1.0915 -1.5352 -0.17
H -0.6898 -2.6240 -2.3975 0.26
H -1.4983 -2.2224 -4.7054 0.21
H -3.1982 -0.4713 -5.1342 0.21
H -4.0650 0.8981 -3.2613 0.21
H -3.2463 0.5024 -0.9558 0.19
H -1.5658 -1.2703 -0.5254 0.20
C -2.7890 2.2694 -7.8679 -0.48
N -3.3542 1.7592 -6.5915 0.53
O -4.3622 1.0701 -6.6593 -0.38
O -2.7670 2.0675 -5.5673 -0.36
H -3.4094 1.9192 -8.6915 0.23
H -2.7933 3.3578 -7.8174 0.23
H -1.7747 1.8812 -7.9566 0.24
Cl 2.7743 -3.2640 -1.9302 -0.92